# C5H4N2

A single C5H4N2 molecule (ωB97M-V/def2-TZVPD, OMol25).

E_HOMO = -9.385 eV
lowest unoccupied orbital energy = 0.0029 Eh
calculated total energy = -302.28425 hartree
multiplicity = 1

Atoms and positions in Å:
N1 -0.499 1.119 0.432
N2 -1.780 0.772 0.262
C1 -1.737 -0.492 -0.139
C2 0.360 0.109 0.146
C3 2.983 0.677 0.242
C4 -0.417 -0.969 -0.215
C5 1.797 0.209 0.061
H1 2.274 -0.517 -0.654
H2 -2.649 -1.016 -0.386
H3 -0.281 2.055 0.737
H4 -0.051 -1.948 -0.486

Okay, here come the Löwdin numbers, in e, for every atom: 0.019 0.034 -0.158 -0.295 0.167 -0.034 -0.217 0.112 0.101 0.164 0.107